Record 1
{
  "formula": "C5H5NOS",
  "method": "ωB97M-V with the def2-TZVPD basis set",
  "symbols": ["C", "C", "C", "O", "C", "N", "C", "S", "H", "H", "H", "H", "H"],
  "coordinates": [[-1.123, -0.955, -1.591], [-1.174, -0.223, -0.315], [-0.027, 0.060, 0.475], [-0.190, 0.821, 1.682], [1.088, 1.153, 1.998], [2.039, 0.753, 1.209], [1.397, 0.175, 0.205], [1.932, -0.153, -1.270], [-2.144, -1.266, -1.993], [-0.488, -0.329, -2.194], [-0.345, -1.655, -1.328], [-2.078, -0.034, 0.081], [1.112, 1.655, 3.041]],
  "lowdin_charge": [-0.115, -0.023, -0.213, 0.023, -0.138, 0.094, -0.867, 0.786, 0.116, 0.033, 0.057, 0.072, 0.175],
  "homo_energy_ev": -8.60,
  "smiles": "C/C=C1/OC=NC1=S",
  "homo_lumo_gap_ev": 7.624,
  "max_force_ev_per_a": 5.37,
  "e_above_lowest_kcal_mol": 60.19
}

=====

Record 2
{
  "formula": "C5H5NS",
  "method": "ωB97M-V with the def2-TZVPD basis set",
  "symbols": ["C", "C", "C", "N", "C", "C", "S", "H", "H", "H", "H", "H"],
  "coordinates": [[-2.948, -0.157, -0.324], [-1.755, 0.176, -0.110], [-0.341, 0.331, 0.089], [0.252, 1.558, 0.055], [0.509, -0.821, 0.122], [1.953, -0.967, -0.064], [2.962, 0.325, -0.204], [-4.016, -0.615, -0.112], [1.350, 1.500, 0.231], [-0.245, 2.396, -0.006], [0.045, -1.750, 0.284], [2.232, -1.976, 0.040]],
  "lowdin_charge": [0.118, -0.077, -0.336, 0.112, -0.142, -0.609, 0.651, 0.091, 0.009, 0.082, 0.071, 0.031],
  "homo_energy_ev": -8.18,
  "smiles": "C#C/C(N)=C/C=S",
  "homo_lumo_gap_ev": 7.354,
  "max_force_ev_per_a": 4.77,
  "e_above_lowest_kcal_mol": 70.98
}

=====

Record 3
{
  "formula": "C5H5NS",
  "method": "ωB97M-V with the def2-TZVPD basis set",
  "symbols": ["C", "C", "C", "C", "C", "H", "H", "H", "H", "H", "N", "S"],
  "coordinates": [[-1.358, -1.148, 0.870], [-0.709, 0.646, -0.257], [0.221, 1.419, -0.733], [1.347, -0.540, -0.190], [-0.073, -0.579, 0.194], [-1.284, -1.461, 1.955], [-1.695, -2.125, 0.467], [0.109, 2.558, -1.007], [2.086, 1.163, -1.327], [2.073, -1.193, -0.150], [1.488, 0.868, -0.502], [-2.206, 0.392, 0.678]],
  "lowdin_charge": [-0.462, -0.535, -0.191, 0.015, -0.224, 0.084, 0.082, 0.152, 0.156, 0.034, -0.016, 0.905],
  "homo_energy_ev": -8.09,
  "homo_lumo_gap_ev": 9.004,
  "max_force_ev_per_a": 9.76,
  "e_above_lowest_kcal_mol": 65.72
}